This record from the OMol25 dataset describes 2 unconnected molecules or ions with the total composition C2H8N3O at a distorted geometry. The level of theory is ωB97M-V/def2-TZVPD.

Properties
- Energy relative to the best compared isomer or geometry (same formula, charge and spin): 474.6 kJ/mol
- Highest occupied orbital energy (alpha / beta): -1.713 / -1.720 eV
- Orbital gap (alpha / beta): 5.99 / 6.00 eV
- E_tot: -8717.2610 eV
- LUMO (alpha / beta): 4.28 / 4.28 eV
- Total charge: -1
- Molecular weight: 90.1 g mol⁻¹

Positions of all 14 atoms, in Å:
O: 1.61 -0.70 0.65
N: 1.30 -1.06 -0.59
N: -0.67 0.61 0.89
H: 0.62 2.13 0.90
N: 0.14 -1.55 -0.79
H: -0.54 -1.85 -0.04
H: 0.61 -1.20 -2.66
H: -0.60 0.84 -0.10
H: 0.19 -0.10 0.99
C: -0.19 -1.80 -2.10
H: -1.27 -1.64 -2.40
H: 0.04 1.75 2.58
H: -1.02 2.67 1.22
C: -0.22 1.89 1.45